Density functional theory data (ωB97M-V/def2-TZVPD) for a structure of composition C28H78AsF9N8O14 in a non-equilibrium geometry.

The geometry in ORCA input format:
```
! RIJCOSX wB97M-V def2-TZVPD def2/J DEFGRID3
* xyz 2 1
C -1.730 4.553 5.579
C -0.899 4.307 4.362
C 0.569 4.751 4.628
O 1.352 4.814 3.400
C 2.479 5.603 3.648
N -0.804 2.771 3.996
H -1.691 2.370 3.728
H -0.230 2.535 3.199
H -0.505 2.279 4.827
H -1.697 5.630 5.742
H -1.549 4.053 6.530
H -2.801 4.489 5.389
H -1.329 4.758 3.468
H 1.105 4.114 5.331
H 0.449 5.738 5.077
H 3.187 5.434 2.837
H 2.938 5.418 4.619
H 2.069 6.604 3.784
C 2.539 1.615 4.242
C 2.889 1.915 2.802
C 4.360 2.338 2.762
O 4.851 2.518 1.395
C 4.719 3.844 0.857
N 2.641 0.704 1.864
H 1.672 0.559 1.616
H 3.202 0.859 1.038
H 2.942 -0.150 2.311
H 1.471 1.437 4.365
H 2.712 2.501 4.854
H 3.121 0.778 4.626
H 2.264 2.725 2.425
H 4.986 1.583 3.237
H 4.513 3.232 3.367
H 5.087 3.808 -0.168
H 5.329 4.492 1.487
H 3.669 4.132 0.909
C 1.340 2.334 -4.168
C 2.313 1.724 -5.281
C 2.111 0.239 -5.618
O 0.909 0.028 -6.384
C 0.412 -1.349 -6.275
N 2.121 2.638 -6.579
H 2.751 2.473 -7.351
H 1.185 2.456 -6.911
H 2.298 3.624 -6.451
H 1.197 3.408 -4.283
H 1.778 1.975 -3.236
H 0.368 1.842 -4.195
H 3.343 1.820 -4.938
H 2.175 -0.473 -4.794
H 2.858 -0.180 -6.291
H 0.158 -1.559 -5.236
H 1.232 -2.034 -6.495
H -0.504 -1.481 -6.850
C -0.087 -3.695 1.027
C -0.080 -2.726 2.111
C 1.284 -2.248 2.602
O 1.241 -1.220 3.614
C 0.971 -1.621 4.929
N -1.095 -1.604 1.853
H -0.704 -0.933 1.207
H -1.930 -1.949 1.402
H -1.461 -1.112 2.655
H 0.720 -4.419 1.142
H 0.175 -3.248 0.067
H -0.949 -4.333 0.837
H -0.532 -3.243 2.958
H 1.914 -1.926 1.773
H 1.758 -3.110 3.071
H -0.029 -2.052 4.888
H 1.155 -0.869 5.696
H 1.469 -2.527 5.275
C -4.808 0.512 -2.993
C -4.694 1.043 -1.560
C -5.154 2.479 -1.180
O -5.038 2.600 0.313
C -5.061 4.003 0.781
N -5.304 0.068 -0.593
H -4.893 0.194 0.320
H -6.307 0.141 -0.688
H -5.002 -0.886 -0.728
H -4.881 -0.575 -2.990
H -4.021 0.896 -3.642
H -5.764 0.778 -3.445
H -3.680 0.971 -1.167
H -6.205 2.621 -1.431
H -4.544 3.221 -1.696
H -4.884 4.128 1.849
H -6.001 4.492 0.525
H -4.318 4.529 0.182
C 0.206 -7.921 -0.336
C -0.393 -7.616 -1.659
C -0.343 -6.105 -2.072
O 0.987 -5.727 -2.302
C 1.131 -4.353 -2.556
N 0.383 -8.465 -2.726
H 0.113 -9.438 -2.763
H 0.190 -7.976 -3.589
H 1.378 -8.302 -2.668
H 0.585 -8.934 -0.201
H -0.485 -7.726 0.485
H 1.128 -7.377 -0.128
H -1.418 -7.986 -1.690
H -0.703 -5.561 -1.199
H -0.922 -5.892 -2.971
H 2.128 -4.178 -2.959
H 1.185 -3.649 -1.726
H 0.462 -4.022 -3.351
N -3.797 0.973 2.902
O -2.809 0.308 3.318
O -3.670 2.163 3.099
O -4.618 0.450 2.176
N -3.432 -3.416 -0.535
O -2.876 -4.275 -1.139
O -4.063 -2.484 -1.091
O -3.465 -3.437 0.676
As 4.277 -0.885 -1.466
F 3.224 -0.400 -2.823
F 2.806 -1.629 -0.672
F 5.413 -1.277 -0.077
F 5.646 -0.047 -2.266
F 3.886 0.666 -0.687
F 4.824 -2.350 -2.252
C -0.972 1.587 0.229
O -1.278 0.417 -0.512
O -0.105 1.113 1.201
C -0.721 2.880 -0.682
F -1.142 2.675 -1.983
F -1.330 3.980 -0.226
F 0.531 3.173 -0.716
C -0.343 -0.213 -1.536
C -1.183 -1.100 -2.350
H -0.638 -1.554 -3.177
H -1.625 -1.891 -1.743
H -1.948 -0.425 -2.733
H 0.261 -0.915 -0.960
H 0.275 0.505 -2.074
H -1.928 1.659 0.747
*
```

Computed properties:
DFT total energy = -5738.79605 Ha
HOMO level = -0.4439 Eh
Kohn-Sham gap = 8.03 eV

Atomic partial charges in e from the Löwdin method, atoms 1 to 99:
1 C -0.04
2 C -0.24
3 C -0.16
4 O -0.20
5 C -0.11
6 N 0.25
7 H 0.09
8 H 0.11
9 H 0.14
10 H 0.10
11 H 0.10
12 H 0.09
13 H 0.16
14 H 0.12
15 H 0.13
16 H 0.08
17 H 0.09
18 H 0.10
19 C -0.04
20 C -0.28
21 C -0.14
22 O -0.20
23 C -0.07
24 N 0.26
25 H 0.08
26 H 0.10
27 H 0.13
28 H 0.06
29 H 0.08
30 H 0.10
31 H 0.13
32 H 0.14
33 H 0.12
34 H 0.10
35 H 0.09
36 H 0.08
37 C -0.01
38 C -0.19
39 C -0.18
40 O -0.22
41 C -0.04
42 N 0.24
43 H 0.16
44 H 0.15
45 H 0.16
46 H 0.08
47 H 0.07
48 H 0.07
49 H 0.15
50 H 0.11
51 H 0.13
52 H 0.06
53 H 0.09
54 H 0.10
55 C -0.05
56 C -0.30
57 C -0.13
58 O -0.22
59 C -0.09
60 N 0.28
61 H 0.10
62 H 0.12
63 H 0.11
64 H 0.10
65 H 0.07
66 H 0.08
67 H 0.15
68 H 0.11
69 H 0.14
70 H 0.09
71 H 0.10
72 H 0.09
73 C -0.02
74 C -0.30
75 C -0.11
76 O -0.22
77 C -0.06
78 N 0.23
79 H 0.10
80 H 0.17
81 H 0.09
82 H 0.08
83 H 0.08
84 H 0.08
85 H 0.12
86 H 0.13
87 H 0.13
88 H 0.08
89 H 0.08
90 H 0.07
91 C -0.05
92 C -0.25
93 C -0.17
94 O -0.18
95 C -0.08
96 N 0.24
97 H 0.17
98 H 0.16
99 H 0.16